265
Properties=species:S:1:pos:R:3:forces:R:3 method="wB97M-V/def2-TZVPD" charge=+7 energy_ha=-4314.41338 homo_energy_ha=-0.6810
C 4.527 -1.757 6.197 -0.881 -0.475 0.272
O 4.495 -0.895 5.081 1.558 0.246 -1.717
C 5.695 -1.012 4.234 -0.685 1.159 1.590
C 6.267 0.421 4.042 -0.112 -1.978 -0.307
N 5.372 1.215 3.106 1.014 0.581 0.880
H 5.892 2.062 2.923 0.180 0.282 -0.631
H 5.197 0.713 2.251 0.465 -0.139 -1.019
C 4.043 1.607 3.609 -1.633 -0.311 1.275
C 3.528 3.038 3.314 0.127 -1.525 -0.604
O 2.774 2.981 2.111 -0.525 -0.585 -0.266
C 2.326 4.257 1.723 -0.224 0.321 0.986
H 4.329 -2.782 5.864 0.248 -0.032 0.302
H 3.706 -1.442 6.835 -0.138 -0.098 0.059
H 5.430 -1.676 6.792 0.374 -0.051 -0.126
H 5.509 -1.493 3.262 -0.224 0.088 0.221
H 6.462 -1.589 4.772 -0.196 0.074 -0.222
H 7.250 0.228 3.552 -0.614 0.829 0.190
H 6.367 0.941 5.008 -0.062 -0.093 -0.572
H 4.044 1.416 4.698 0.015 0.199 -0.584
H 3.345 0.867 3.169 0.156 0.580 0.360
H 4.321 3.739 3.141 0.789 0.536 0.308
H 2.948 3.346 4.192 -0.175 0.146 -0.264
H 1.613 4.278 0.887 0.338 -0.643 0.064
H 3.183 4.874 1.463 -0.004 0.402 0.002
H 1.789 4.653 2.599 0.120 0.576 -0.291
C -4.199 4.141 -1.084 0.553 1.603 0.592
O -3.298 4.880 -0.170 -1.287 -1.101 -0.269
C -3.716 4.779 1.192 -0.491 -0.914 -0.300
C -2.581 5.361 1.995 -0.926 0.384 -0.030
N -2.562 6.867 1.823 -1.243 0.401 -0.853
H -2.603 7.210 0.837 0.469 -1.061 0.517
H -3.422 7.299 2.187 -0.256 -0.557 0.671
C -1.475 7.518 2.550 1.333 0.684 1.266
C -1.968 8.275 3.848 -0.978 -2.269 -1.042
O -3.233 7.612 4.194 1.557 0.869 -0.397
C -4.005 8.467 5.045 -0.194 -0.062 -0.075
H -3.944 4.539 -2.073 -0.027 -0.565 0.184
H -5.251 4.383 -0.897 0.169 0.096 0.138
H -4.074 3.068 -0.953 0.200 -0.104 -0.159
H -3.950 3.718 1.507 0.635 0.784 -0.339
H -4.681 5.289 1.350 0.294 0.215 -0.010
H -1.655 4.980 1.594 0.392 0.019 -0.063
H -2.655 5.111 3.061 -0.024 0.496 -0.255
H -0.988 8.192 1.847 0.174 0.125 0.299
H -0.777 6.730 2.821 0.142 0.116 -0.013
H -2.125 9.281 3.596 -0.608 1.543 -0.339
H -1.217 8.286 4.636 -0.063 -0.528 0.128
H -4.308 9.375 4.515 0.257 0.037 0.208
H -3.444 8.653 5.948 0.158 0.464 0.268
H -4.897 7.939 5.331 -0.351 -0.349 -0.032
C -1.179 -8.975 5.251 0.296 -1.001 0.091
O -0.781 -7.710 4.769 0.897 0.823 -0.826
C 0.487 -7.621 4.139 -0.312 -1.777 -0.404
C 0.500 -6.618 3.048 -0.093 1.361 -0.379
N -0.007 -5.323 3.476 -1.092 0.714 0.844
H -0.884 -5.431 4.027 0.872 -0.310 -0.547
H 1.067 -4.692 5.233 0.919 0.544 -0.230
C -0.312 -4.449 2.346 -0.696 -1.504 0.197
C 0.832 -3.716 1.775 0.115 0.832 -1.822
O 1.189 -2.547 2.499 1.025 -0.856 -0.372
C 2.633 -2.549 2.598 0.046 0.543 1.434
H -2.257 -8.907 5.229 -0.234 -0.492 0.100
H -0.850 -9.209 6.285 0.003 0.452 -0.477
H -0.801 -9.807 4.604 -0.441 0.656 0.299
H 0.745 -8.487 3.515 -0.375 -0.793 0.592
H 1.284 -7.593 4.854 0.532 0.657 0.610
H -0.056 -7.000 2.160 0.064 0.164 0.492
H 1.525 -6.417 2.726 0.142 -0.493 -0.063
H -1.069 -3.740 2.655 -0.304 0.256 -0.091
H -0.738 -5.092 1.550 -0.077 0.407 -0.023
H 0.538 -3.434 0.723 0.047 0.122 0.599
H 1.750 -4.272 1.611 -0.405 -0.851 0.246
H 2.897 -2.847 3.675 -0.013 0.253 -1.725
H 2.945 -1.519 2.403 0.195 -0.062 0.252
H 3.101 -3.195 1.811 -0.202 0.493 0.929
C -0.590 -3.430 -5.392 -0.682 0.732 0.826
C -0.937 -1.907 -5.312 -0.758 -1.062 -0.057
C -1.453 -1.470 -6.667 0.158 0.280 -0.843
C -1.727 0.035 -6.776 -0.793 0.205 0.082
N -1.732 0.707 -8.151 0.742 -0.885 0.061
C -0.319 0.492 -8.782 0.000 -0.034 0.089
C 0.220 1.866 -9.109 -1.731 0.538 -0.255
C -0.410 2.684 -7.973 0.842 1.060 0.336
C -1.848 2.183 -7.974 0.241 1.294 1.018
C -2.840 0.184 -8.985 0.615 0.674 -0.814
H -0.308 -3.775 -4.403 0.224 -0.164 0.132
H 0.216 -3.630 -6.078 0.379 0.069 -0.288
H -1.432 -4.057 -5.698 -0.051 0.284 -0.061
H -0.042 -1.349 -5.074 0.255 0.249 0.301
H -1.719 -1.712 -4.548 0.533 -0.162 -0.124
H -2.300 -2.122 -6.941 0.158 0.553 -0.073
H -0.637 -1.703 -7.337 0.085 -0.244 -0.566
H -0.986 0.607 -6.226 0.086 -0.054 0.252
H -2.717 0.254 -6.371 0.037 0.120 0.146
H -0.373 -0.164 -9.635 -0.299 -0.313 -0.219
H 0.311 0.026 -8.018 -0.246 0.042 -0.104
H -0.232 2.246 -10.023 0.010 -0.180 -0.365
H 1.277 1.868 -9.290 0.564 0.139 0.444
H -0.369 3.800 -8.082 0.019 -1.102 -0.066
H 0.128 2.427 -7.056 -0.210 0.145 0.241
H -2.363 2.720 -8.771 -0.170 -0.771 -0.410
H -2.438 2.410 -7.064 0.461 -0.263 -0.334
H -2.716 -0.868 -9.059 -0.052 -0.933 -0.268
H -2.762 0.667 -9.966 -0.073 -0.296 0.125
H -3.792 0.431 -8.561 -0.416 0.188 0.419
C 2.103 -3.794 -2.198 -0.934 0.180 1.114
C 2.692 -3.074 -3.350 0.486 1.780 -0.058
C 3.526 -3.932 -4.235 0.649 -0.921 -0.558
C 4.154 -3.073 -5.367 -0.873 -0.974 -0.685
N 4.758 -3.799 -6.609 -0.986 1.449 0.482
C 5.703 -4.832 -6.218 2.466 -0.392 0.145
C 7.042 -4.088 -5.790 -1.253 -0.594 0.488
C 6.989 -2.753 -6.533 -0.745 -0.401 -1.752
C 5.650 -2.846 -7.371 1.278 0.320 0.371
C 3.713 -4.374 -7.529 0.723 0.012 0.697
H 1.825 -3.030 -1.449 0.211 -0.505 0.041
H 2.848 -4.471 -1.799 0.004 -0.141 0.448
H 1.186 -4.352 -2.373 0.048 -0.217 -0.383
H 3.385 -2.358 -2.893 -0.098 0.413 -0.121
H 1.953 -2.482 -3.913 0.049 -0.218 0.027
H 2.851 -4.727 -4.555 0.297 -0.183 -0.689
H 4.267 -4.420 -3.564 -0.098 0.272 -0.757
H 4.935 -2.448 -4.973 0.392 0.196 0.176
H 3.358 -2.427 -5.770 0.350 -0.134 -0.026
H 5.917 -5.369 -7.131 0.100 -0.342 -0.223
H 5.330 -5.549 -5.506 -0.355 0.047 0.324
H 7.896 -4.689 -6.099 -0.094 0.007 0.186
H 7.046 -3.989 -4.694 0.231 0.074 -0.371
H 7.837 -2.639 -7.238 -0.495 0.027 0.483
H 6.917 -1.850 -5.941 0.265 -0.026 0.466
H 5.786 -3.257 -8.375 0.091 -0.044 0.274
H 5.241 -1.854 -7.462 -0.717 0.177 -0.066
H 4.251 -4.811 -8.351 0.081 -0.029 -0.493
H 3.023 -3.619 -7.868 -0.165 0.219 0.041
H 3.257 -5.184 -6.999 -0.663 -0.311 0.259
C -3.347 -1.425 7.691 0.580 1.023 -0.794
C -4.031 -0.573 8.745 0.071 -0.616 -0.137
C -4.670 0.730 8.279 -0.467 -0.579 0.539
C -5.089 1.443 9.568 0.487 -0.036 -1.714
N -5.954 2.629 9.420 -1.891 0.962 1.444
C -5.201 3.841 8.955 0.273 0.485 0.347
C -4.462 4.420 10.201 -1.014 -0.457 -0.032
C -5.048 3.699 11.461 -0.574 0.665 -1.648
C -6.344 3.044 10.886 0.876 -0.774 0.122
C -7.231 2.425 8.656 0.011 0.337 -0.214
H -2.806 -2.262 8.121 -0.164 -0.123 -0.002
H -2.602 -0.785 7.202 0.288 -0.150 0.097
H -3.968 -1.739 6.852 -0.409 -0.271 0.305
H -3.280 -0.380 9.518 -0.243 0.040 0.135
H -4.847 -1.150 9.163 -0.013 -0.239 0.518
H -5.513 0.460 7.640 -0.176 0.162 0.080
H -3.995 1.304 7.685 0.623 0.606 -0.390
H -4.222 1.847 10.034 0.890 -0.027 0.485
H -5.517 0.725 10.233 -0.661 -0.258 0.438
H -5.924 4.576 8.560 0.235 -0.513 0.215
H -4.525 3.557 8.163 0.122 -0.156 -0.291
H -4.773 5.445 10.298 0.333 0.557 -0.209
H -3.385 4.348 10.140 0.125 0.029 -0.060
H -5.267 4.474 12.180 -0.272 -0.116 0.413
H -4.279 3.059 11.871 -0.430 -0.608 0.232
H -7.254 3.646 10.813 0.543 0.399 0.083
H -6.630 2.122 11.392 0.012 0.062 0.022
H -7.037 2.120 7.636 0.223 -0.266 -0.048
H -7.761 3.371 8.591 0.154 0.231 0.162
H -7.924 1.746 9.142 0.366 -0.397 0.209
C -1.741 -0.251 3.956 -0.846 -0.882 0.956
C -0.602 0.286 3.143 -0.121 -0.417 -0.705
C -0.745 -0.144 1.640 1.272 1.094 -0.686
C -0.116 0.989 0.806 -1.667 0.067 0.386
N -0.264 0.850 -0.686 -0.515 0.584 -1.556
C 0.545 -0.297 -1.382 -1.320 0.431 -0.014
C 1.218 0.370 -2.578 0.049 -0.955 -0.549
C 1.573 1.751 -2.106 -0.785 0.125 1.430
C 0.355 2.132 -1.225 0.853 0.307 -0.586
C -1.772 0.792 -1.146 2.221 -0.844 -0.300
H -1.489 -0.400 5.018 -0.118 0.341 -0.376
H -2.123 -1.225 3.646 0.416 -0.197 -0.190
H -2.614 0.388 3.859 -0.117 0.329 0.207
H 0.358 -0.070 3.535 -0.147 0.153 -0.201
H -0.674 1.389 3.274 0.524 -0.478 -0.488
H -1.780 -0.241 1.297 -0.082 -0.002 0.550
H -0.212 -1.067 1.342 -0.253 0.147 0.836
H 0.925 1.235 1.010 0.139 -0.407 0.098
H -0.719 1.903 0.993 0.468 -0.330 0.138
H -0.167 -1.053 -1.694 -0.315 -0.074 -0.067
H 1.185 -0.778 -0.670 0.589 0.431 0.388
H 0.481 0.436 -3.391 0.025 0.029 0.034
H 2.028 -0.285 -2.966 -0.251 0.626 0.447
H 1.728 2.532 -2.829 0.163 0.031 -0.585
H 2.385 1.752 -1.391 0.716 -0.334 -0.157
H -0.376 2.743 -1.740 -0.356 -0.158 -0.147
H 0.754 2.711 -0.401 -0.356 0.041 0.182
H -2.167 -0.106 -0.715 -0.421 -0.244 0.325
H -1.787 0.665 -2.237 0.246 0.196 0.294
H -2.315 1.677 -0.883 0.011 0.457 0.455
C -5.435 -0.613 0.688 0.948 -0.045 -0.029
C -6.791 -0.390 0.089 -0.676 -1.916 0.209
C -6.864 -0.851 -1.350 -0.175 1.364 -1.865
C -6.669 -2.320 -1.623 0.287 -0.747 1.213
N -6.411 -2.767 -3.049 0.481 0.737 -0.166
C -5.213 -2.075 -3.732 -2.266 -1.337 -2.014
C -5.661 -2.189 -5.253 0.855 0.083 1.375
C -7.122 -1.779 -5.242 -0.032 -0.407 0.691
C -7.631 -2.384 -3.902 -0.364 -1.212 -0.765
C -6.191 -4.250 -3.132 -1.901 -0.611 -0.710
H -5.435 -0.190 1.689 0.360 -0.160 0.158
H -4.694 -0.077 0.065 -0.028 -0.024 0.333
H -5.091 -1.674 0.725 -0.475 0.724 0.156
H -7.124 0.632 0.207 0.013 0.244 -0.233
H -7.529 -1.016 0.612 0.062 0.328 0.276
H -6.061 -0.366 -1.914 -0.024 0.472 0.138
H -7.793 -0.448 -1.770 0.058 -0.295 -0.043
H -7.518 -2.903 -1.249 0.162 -0.049 -0.215
H -5.791 -2.590 -1.033 0.010 -0.525 -0.204
H -4.298 -2.608 -3.572 0.409 -0.093 0.603
H -5.255 -1.069 -3.415 0.467 1.033 0.275
H -5.550 -3.247 -5.536 0.149 0.568 -0.291
H -5.023 -1.534 -5.848 -0.058 -0.239 -0.220
H -7.650 -2.140 -6.136 -0.022 0.083 0.529
H -7.231 -0.705 -5.178 0.042 0.304 -0.205
H -8.157 -3.347 -4.086 0.033 0.905 0.296
H -8.229 -1.712 -3.298 -0.202 -0.067 -0.279
H -5.199 -4.545 -2.874 0.637 0.058 0.467
H -6.387 -4.541 -4.189 0.248 0.091 0.853
H -6.953 -4.783 -2.515 0.675 0.521 -0.366
C 3.223 5.024 -3.887 -1.099 0.515 -0.953
C 4.233 4.515 -2.892 0.223 0.691 0.439
C 5.193 3.447 -3.376 -1.017 -0.138 -0.764
C 6.077 2.946 -2.298 0.882 -1.354 0.292
N 6.879 1.674 -2.632 0.862 0.040 -1.392
C 6.022 0.468 -2.909 -0.243 -0.916 -0.482
C 6.897 -0.762 -2.635 0.214 -0.228 0.095
C 7.973 -0.311 -1.647 0.096 1.081 0.159
C 7.725 1.228 -1.478 -0.124 -1.450 1.327
C 7.858 1.862 -3.819 0.043 0.039 1.156
H 3.600 5.181 -4.930 -0.172 -0.207 0.919
H 2.853 6.000 -3.531 0.233 -0.252 -0.275
H 2.288 4.415 -3.939 0.751 0.024 -0.139
H 3.686 4.235 -1.999 0.011 -0.482 0.358
H 4.816 5.371 -2.582 0.345 0.349 0.163
H 5.766 3.907 -4.191 -0.102 -0.475 -0.065
H 4.550 2.634 -3.720 0.258 -0.195 -0.491
H 5.555 2.596 -1.423 -0.556 0.302 0.461
H 6.799 3.693 -2.036 0.529 0.342 0.360
H 5.760 0.357 -3.965 -0.290 0.914 0.105
H 5.114 0.479 -2.294 0.327 0.307 0.047
H 7.403 -1.064 -3.570 -0.455 -0.143 0.370
H 6.287 -1.585 -2.228 0.277 0.271 -0.290
H 8.973 -0.409 -2.073 -0.075 -0.508 0.242
H 7.895 -0.797 -0.661 0.174 0.173 -0.580
H 8.682 1.732 -1.443 -0.177 0.572 0.006
H 7.165 1.313 -0.531 0.054 0.590 -0.574
H 7.330 1.955 -4.751 -0.322 -0.003 -0.241
H 8.555 1.021 -3.823 -0.354 -0.039 -0.126
H 8.472 2.741 -3.635 -0.246 0.162 0.069
O -0.576 -2.989 5.089 1.480 -0.764 1.086
C 0.392 -3.231 6.090 -1.496 1.994 -0.679
O 1.441 -3.907 5.728 0.384 -2.700 -1.634
O 0.339 -2.708 7.133 -0.880 1.161 1.956
H -0.108 -3.325 4.314 -0.290 0.125 -0.422
O 3.163 -0.840 -0.165 1.053 2.980 -0.590
C 4.465 -0.246 0.235 -3.914 3.026 -1.018
O 4.184 1.025 0.248 2.360 -2.270 0.435
O 5.416 -0.960 0.436 0.420 0.031 0.301
H 3.128 -1.725 0.019 0.369 -3.800 0.782

=====

19
Properties=species:S:1:pos:R:3:forces:R:3 method="wB97M-V/def2-TZVPD" de_lowest_kcal_mol=76.95 charge=-1 energy_ha=-422.79105 homo_energy_ha=-0.1290
O -0.829 -0.816 3.148 0.221 0.051 0.198
C -0.475 -0.456 2.055 -0.967 -1.879 -2.397
C -0.052 0.910 1.687 2.644 1.105 -0.586
C 0.258 1.165 0.176 0.043 -0.237 -0.020
C 1.277 0.256 -0.545 0.190 0.574 -0.340
C 0.783 -0.442 -1.963 1.439 -0.900 3.109
O -0.322 -1.198 -1.937 0.205 0.433 0.499
H -0.526 -1.210 1.092 0.219 1.403 2.187
H 0.820 1.190 2.330 0.209 -0.779 -0.516
H -0.632 1.710 2.071 -1.733 0.399 0.222
H 0.607 2.201 0.018 -0.638 -0.221 0.281
H -0.667 0.977 -0.356 -0.503 0.425 -0.145
H 2.176 0.852 -0.829 -0.452 -0.121 0.036
H 1.684 -0.402 0.225 -0.130 -0.877 -0.363
H 0.800 0.372 -2.667 -0.056 0.719 -0.786
H 1.726 -1.040 -2.059 -0.101 0.020 -0.892
H -2.957 -1.747 -1.064 0.846 -0.136 -0.492
H -1.309 -1.124 -0.827 -2.045 -0.893 -1.730
O -2.362 -1.200 -0.554 0.609 0.917 1.734

=====

19
Properties=species:S:1:pos:R:3:forces:R:3 method="wB97M-V/def2-TZVPD" de_lowest_kcal_mol=57.97 smiles=CCCCNC energy_ha=-252.97071 homo_energy_ha=-0.3154
C -0.325 3.042 0.117 -0.089 -1.742 -0.360
C 0.333 1.742 -0.612 -0.887 1.400 1.474
C -0.492 0.455 -0.594 -0.944 -2.538 2.478
C 0.454 -0.781 -0.031 -2.169 1.164 -1.475
N -0.418 -1.885 0.236 -2.160 0.175 0.697
C 0.260 -3.139 0.460 -0.187 0.937 3.308
H 0.629 3.510 0.611 -2.720 -0.004 -0.665
H -0.945 3.581 -0.654 1.523 0.325 0.556
H -1.232 2.712 0.732 1.918 0.355 0.315
H 1.366 1.624 -0.169 -1.183 -0.273 -0.513
H 0.436 2.122 -1.597 0.533 -0.156 -1.164
H -1.083 0.116 -1.504 1.477 0.552 0.596
H -1.408 0.373 0.174 1.979 1.014 -1.146
H 0.961 -0.528 0.919 0.560 0.495 -0.785
H 1.039 -1.095 -0.889 0.964 0.244 0.294
H -0.899 -1.608 1.130 0.253 -0.759 -1.318
H 0.905 -3.380 -0.328 1.044 -0.209 -1.224
H -0.459 -3.985 0.575 0.592 0.741 0.300
H 0.879 -2.875 1.423 -0.504 -1.722 -1.367